Density functional theory data (the ωB97M-V functional and the def2-TZVPD basis) for a molecular structure, C20H28BiClN2SSi2.

Geometry (Å):
Bi: 0.580 -1.298 -0.713
C: 0.128 2.246 -2.113
Si: -0.289 2.091 -0.276
C: -2.138 1.800 -0.003
C: 0.116 3.763 0.512
C: 0.777 0.702 0.468
C: 2.197 1.013 0.114
C: 3.016 1.883 0.842
C: 4.328 2.070 0.449
C: 4.815 1.405 -0.670
C: 3.938 0.591 -1.360
N: 2.675 0.407 -0.983
Si: 0.546 0.375 2.340
C: 1.142 1.749 3.508
C: 1.604 -1.133 2.768
C: -1.275 0.195 2.792
H: -0.579 2.910 -2.616
H: 0.107 1.283 -2.628
H: 1.128 2.665 -2.245
H: -2.704 2.085 -0.893
H: -2.497 2.414 0.825
H: -2.374 0.762 0.234
H: -0.464 4.548 0.020
H: 1.172 4.026 0.415
H: -0.142 3.782 1.573
H: 2.617 2.398 1.703
H: 4.971 2.733 1.015
H: 5.839 1.523 -0.994
H: 4.242 0.064 -2.258
H: 2.228 1.792 3.607
H: 0.734 1.533 4.499
H: 0.784 2.739 3.219
H: 2.622 -1.021 2.383
H: 1.183 -2.052 2.358
H: 1.673 -1.258 3.850
H: -1.757 1.173 2.864
H: -1.352 -0.284 3.771
H: -1.830 -0.415 2.085
Cl: 0.102 -3.131 -3.840
C: -1.432 -3.284 -3.022
C: -2.114 -4.483 -3.130
C: -3.342 -4.625 -2.507
C: -3.873 -3.566 -1.787
C: -3.176 -2.375 -1.688
C: -1.935 -2.198 -2.300
C: -1.188 -0.923 -2.163
H: -1.684 -5.295 -3.700
H: -3.874 -5.564 -2.578
H: -4.825 -3.677 -1.286
H: -3.593 -1.555 -1.113
H: -1.820 -0.126 -1.784
H: -0.735 -0.620 -3.106
S: -2.133 -4.398 1.763
C: -1.354 -3.189 1.112
N: -0.786 -2.251 0.665

The multiplicity is 1. As for the total charge: 0. As for the LUMO energy: 0.4363 eV. The calculation puts the HOMO-LUMO gap at 8.5 eV. The value obtained for the HOMO energy is -8.08 eV.

Density functional theory data (the ωB97M-V functional and the def2-TZVPD basis) for 2 unconnected molecules or ions with the total composition C5H8NO in a non-equilibrium geometry.

Geometry (Å):
C: -2.670 0.627 0.084
C: 1.859 0.912 0.864
C: -1.516 0.570 0.669
C: 1.182 0.527 -0.208
C: 1.120 -0.978 -0.741
N: 0.244 1.338 -0.851
O: 0.272 2.653 -0.670
H: -3.450 -0.204 0.245
H: -2.991 1.280 -0.686
H: 1.609 1.775 1.425
H: 2.676 0.384 1.364
H: -1.031 -0.192 1.298
H: 0.061 -1.313 -0.502
H: 1.838 -1.498 -0.107
H: 1.280 -1.113 -1.854

The multiplicity is 1. As for the total charge: -1. As for the LUMO energy (spin up / spin down): 4.2090 / 4.2551 eV. The calculation puts the HOMO-LUMO gap (spin up / spin down) at 6.8 / 6.3 eV. The value obtained for the HOMO energy (spin up / spin down) is -2.56 / -2.01 eV.

Density functional theory data (the ωB97M-V functional and the def2-TZVPD basis) for 2 unconnected molecules or ions with the total composition H7N3P2 in a non-equilibrium geometry.

Geometry (Å):
N: 0.188 1.346 -0.489
N: 0.887 0.200 -0.499
N: 0.427 -1.008 -0.117
P: 1.464 -1.825 1.045
P: -1.307 1.604 -0.082
H: 1.327 0.028 -1.383
H: -0.558 -0.966 0.282
H: 2.474 -2.132 0.086
H: 0.910 -3.200 0.862
H: -1.134 2.993 0.314
H: -1.777 0.974 1.080
H: -2.901 1.987 -1.100

The multiplicity is 1. As for the total charge: 0. As for the LUMO energy (spin up / spin down): 0.1230 / 0.1237 eV. The calculation puts the HOMO-LUMO gap (spin up / spin down) at 7.3 / 7.3 eV. The value obtained for the HOMO energy (spin up / spin down) is -7.16 / -7.16 eV.

Density functional theory data (the ωB97M-V functional and the def2-TZVPD basis) for a molecular structure, C50H50N14OSV in a non-equilibrium geometry.

Geometry (Å):
V: -20.665 7.653 -9.733
N: -23.297 11.504 -9.213
C: -22.122 10.886 -9.502
S: -21.489 10.895 -11.094
N: -21.667 10.290 -8.434
N: -20.549 9.524 -8.577
C: -19.590 9.695 -7.754
C: -19.402 10.856 -6.867
C: -19.702 10.753 -5.524
C: -19.260 11.725 -4.649
C: -18.508 12.795 -5.112
C: -18.211 12.912 -6.467
C: -18.680 11.940 -7.354
C: -18.522 8.669 -7.844
C: -17.431 8.647 -7.001
C: -16.478 7.616 -7.100
C: -16.709 6.650 -8.059
C: -17.871 6.698 -8.805
N: -18.722 7.715 -8.774
H: -23.637 12.145 -9.904
H: -23.378 11.752 -8.253
H: -20.263 9.918 -5.161
H: -19.492 11.625 -3.616
H: -18.158 13.571 -4.452
H: -17.592 13.715 -6.811
H: -18.503 12.054 -8.415
H: -17.351 9.447 -6.271
H: -15.618 7.549 -6.435
H: -16.075 5.769 -8.192
H: -18.197 5.948 -9.524
C: -18.664 1.160 -7.995
C: -19.544 2.401 -8.060
C: -20.021 2.973 -6.851
C: -20.544 4.212 -6.845
C: -20.736 5.009 -8.021
N: -21.189 6.267 -8.025
C: -21.528 6.741 -6.761
C: -20.547 7.216 -5.894
C: -20.821 7.652 -4.594
C: -22.118 7.630 -4.133
C: -22.517 8.114 -2.770
C: -23.119 7.095 -4.933
C: -22.818 6.642 -6.212
N: -23.923 6.047 -6.850
C: -25.181 6.504 -6.926
C: -25.956 5.448 -7.410
C: -25.054 4.383 -7.575
N: -23.832 4.735 -7.220
C: -20.481 4.301 -9.241
C: -19.810 3.061 -9.245
N: -21.083 4.733 -10.479
C: -21.722 3.916 -11.370
C: -21.893 4.590 -12.531
C: -21.260 5.829 -12.302
N: -20.813 5.922 -11.052
H: -17.637 1.459 -7.797
H: -18.693 0.614 -8.966
H: -18.947 0.503 -7.161
H: -19.852 2.450 -5.934
H: -20.920 4.630 -5.912
H: -19.495 7.107 -6.212
H: -20.067 8.022 -3.951
H: -22.744 7.260 -2.112
H: -23.418 8.776 -2.793
H: -21.708 8.674 -2.288
H: -24.135 6.973 -4.582
H: -25.430 7.484 -6.587
H: -26.999 5.487 -7.548
H: -25.233 3.342 -7.789
H: -19.498 2.667 -10.195
H: -21.952 2.892 -11.139
H: -22.328 4.217 -13.429
H: -21.149 6.671 -12.974
C: -18.380 6.140 -13.738
N: -17.603 6.895 -12.771
C: -16.223 6.540 -12.667
C: -15.402 7.751 -13.048
C: -15.729 8.841 -12.009
N: -17.147 8.888 -11.703
C: -17.587 10.167 -11.123
C: -18.085 8.017 -12.171
O: -19.297 8.203 -12.000
H: -18.656 5.138 -13.378
H: -17.748 6.075 -14.635
H: -19.313 6.677 -13.973
H: -16.049 5.747 -13.405
H: -15.918 6.192 -11.659
H: -15.661 8.085 -14.069
H: -14.349 7.539 -12.994
H: -15.443 9.833 -12.357
H: -15.151 8.631 -11.084
H: -16.896 10.367 -10.314
H: -18.650 10.099 -10.806
H: -17.518 10.965 -11.843
C: -24.899 8.746 -9.609
C: -23.604 8.360 -9.315
N: -22.703 8.107 -10.278
C: -23.128 8.217 -11.563
C: -24.414 8.553 -11.919
C: -25.314 8.867 -10.912
C: -24.789 8.580 -13.331
C: -24.902 7.567 -14.211
C: -24.872 6.114 -13.896
C: -24.735 5.147 -14.898
C: -24.938 3.856 -14.475
N: -25.204 3.521 -13.215
C: -25.198 4.484 -12.329
N: -25.067 5.779 -12.620
H: -25.546 8.901 -8.772
H: -23.245 8.265 -8.288
H: -22.369 7.978 -12.304
H: -26.335 9.170 -11.159
H: -25.015 9.586 -13.702
H: -25.100 7.789 -15.261
H: -24.567 5.407 -15.958
H: -24.840 3.022 -15.200
H: -25.244 4.211 -11.283

The multiplicity is 4. As for the total charge: 0. As for the LUMO energy (spin up / spin down): 0.0987 / -0.0541 eV. The calculation puts the HOMO-LUMO gap (spin up / spin down) at 6.3 / 6.4 eV. The value obtained for the HOMO energy (spin up / spin down) is -6.23 / -6.45 eV.

Ordered E_tot results: -69129.77613; -8846.39600; -23155.11732; -112093.94549; unit eV.